A 2-piece molecular cluster, C6H12 overall, computed with ωB97M-V/def2-TZVPD.

For the relative energy (zero: lowest compared OMol25 entry of this formula, charge and spin), the calculation gives 44.7 kcal per mole. Its net charge is 0. Its structure (SMILES) is C=CCC.C=C. For the HOMO energy, the calculation gives -9.52 eV. The calculation puts the orbital gap at 0.3942 Ha.

```
18
C6H12 (ωB97M-V/def2-TZVPD)
H -2.881 0.645 -1.025
C -1.526 2.008 -0.146
H 2.641 0.210 -0.608
H 1.336 1.390 -0.404
H -0.946 2.291 0.730
C -2.304 0.932 -0.149
C 0.264 -1.205 -0.355
H 0.435 -3.171 0.412
H -0.538 -2.987 -1.154
C 1.933 0.631 0.115
C 0.046 -2.516 -0.367
H 1.616 -1.159 1.305
H 0.313 0.020 1.388
H -0.154 -0.588 -1.153
H -1.431 2.649 -1.020
H 2.509 1.134 0.899
C 1.029 -0.455 0.702
H -2.391 0.285 0.721
```